(1)
Entry from the OMol25 dataset: the molecule C10H18N4O4 (ωB97M-V/def2-TZVPD).

Calculated values
SMILES: CNC(=O)[C@@H](C)NC(=O)[C@@H](CC(N)=O)NC(C)=O
E_tot, eV: -24811.9556

Geometry as XYZ:
```
36
Properties=species:S:1:pos:R:3:forces:R:3
C 0.724 -4.542 -1.312 2.6 2.4 -1.6
N 0.788 -3.657 -0.154 -0.3 -1.3 -1.4
C 1.245 -2.442 -0.161 1.5 5.3 -4.0
O 1.651 -1.908 -1.281 -1.3 -1.7 3.7
C 1.206 -1.393 1.062 1.2 0.3 -0.6
C 2.664 -0.873 1.367 -1.1 -1.3 -1.3
N 0.412 -0.179 0.667 2.2 -0.7 0.4
C -0.878 -0.244 0.488 -1.1 1.1 -1.9
O -1.537 -1.212 0.727 -1.5 -1.3 0.8
C -1.532 1.015 -0.176 -0.8 0.2 -1.8
C -2.059 1.907 0.904 0.1 -1.1 3.5
C -1.126 2.132 2.187 -0.4 0.9 -4.4
N -1.441 1.674 3.337 -3.1 -2.7 3.7
O -0.121 2.748 2.105 3.6 2.4 -1.2
N -0.680 1.788 -1.160 1.6 -2.8 1.2
C -1.080 2.488 -2.241 -1.6 1.6 -2.7
C -0.002 3.088 -3.154 1.0 0.2 1.8
O -2.228 2.753 -2.615 0.6 -0.9 1.8
H 0.057 -4.071 -2.025 -0.4 -0.6 -0.1
H 0.654 -5.582 -1.130 -1.0 -0.7 0.8
H 1.731 -4.480 -1.804 -0.7 0.1 0.1
H 0.724 -4.135 0.655 -0.7 -1.3 3.5
H 0.870 -1.820 2.004 -0.8 0.0 -0.3
H 2.805 -0.061 0.686 0.3 1.0 0.1
H 3.358 -1.596 0.958 0.3 -0.4 0.4
H 2.832 -0.677 2.418 0.0 0.3 -0.1
H 0.796 0.602 0.142 1.0 -0.6 0.9
H -2.458 0.587 -0.684 1.3 0.6 0.2
H -2.479 2.852 0.610 -0.1 0.2 -0.3
H -2.797 1.245 1.354 -1.0 0.4 -0.2
H -0.871 1.858 4.156 -0.1 0.0 -0.5
H -2.288 1.129 3.427 0.2 0.1 0.4
H 0.226 1.283 -1.339 -1.2 1.1 0.0
H -0.469 3.875 -3.746 0.1 -0.4 0.0
H 0.814 3.519 -2.527 -0.5 -0.1 -0.4
H 0.489 2.331 -3.746 -0.1 -0.3 -0.5
```
Forces are in eV/Å.

(2)
Entry from the OMol25 dataset: a structure of composition C38H51InNO5SbSi3 (ωB97M-V/def2-TZVPD).

Calculated values
E_tot, eV: -87308.7567

Geometry as XYZ:
```
100
Properties=species:S:1:pos:R:3:forces:R:3
In 0.084 -0.362 0.160 0.8 -0.7 -0.1
C -2.852 2.406 -1.360 0.0 -0.1 0.0
O -2.159 1.424 -0.590 -0.1 0.1 -0.1
Si -2.920 0.322 0.412 -0.4 0.0 0.0
C -2.736 0.973 2.162 0.1 -0.2 0.0
C -4.748 0.292 0.017 0.1 0.0 -0.1
C -2.022 -1.284 0.094 1.3 0.9 0.3
Si -2.271 -1.992 -1.658 -0.5 -0.1 -0.4
C -1.058 -3.223 -2.360 0.1 0.1 0.2
C -3.960 -2.827 -1.594 0.1 0.0 0.1
C -2.377 -0.591 -2.914 0.0 0.0 0.1
Si -1.920 -2.544 1.501 -0.3 -0.3 0.3
C -3.654 -2.760 2.203 0.1 0.1 0.0
C -1.269 -4.216 0.985 0.0 0.1 -0.1
C -0.791 -1.941 2.886 0.0 0.2 -0.3
H -2.244 2.663 -2.226 0.0 0.0 0.0
H -3.016 3.310 -0.775 0.0 0.0 0.0
H -3.816 2.031 -1.708 0.0 0.0 0.0
H -3.290 1.907 2.279 0.0 0.0 -0.1
H -1.687 1.176 2.402 0.0 0.0 0.1
H -3.120 0.264 2.898 0.0 0.0 0.0
H -5.180 1.279 0.200 0.0 0.0 0.0
H -5.274 -0.426 0.651 0.0 0.0 0.0
H -4.947 0.030 -1.024 0.0 0.0 0.0
H -0.965 -4.121 -1.752 0.0 0.0 0.0
H -0.057 -2.808 -2.470 0.0 -0.1 -0.1
H -1.413 -3.522 -3.350 -0.1 0.1 0.0
H -3.925 -3.764 -1.032 0.0 0.0 0.0
H -4.275 -3.062 -2.614 0.0 0.0 0.0
H -4.725 -2.193 -1.142 0.0 0.0 0.0
H -1.555 0.118 -2.797 -0.1 0.0 -0.1
H -3.312 -0.032 -2.828 0.1 0.0 0.0
H -2.325 -0.998 -3.927 0.0 -0.1 0.0
H -4.338 -3.174 1.459 0.0 0.0 0.0
H -4.076 -1.819 2.563 0.0 0.0 0.0
H -3.614 -3.455 3.046 0.0 0.0 0.0
H -1.950 -4.746 0.315 0.0 0.0 0.0
H -1.120 -4.840 1.871 -0.1 0.0 0.0
H -0.306 -4.104 0.484 0.0 0.0 0.0
H -1.090 -0.966 3.277 0.0 0.0 0.0
H 0.243 -1.872 2.521 0.1 -0.1 0.1
H -0.799 -2.653 3.714 0.1 0.0 0.0
O 7.115 -1.042 -1.265 0.2 0.1 0.0
C 6.772 -0.253 -0.378 -0.7 0.1 0.2
O 7.369 0.569 0.336 0.2 -0.1 -0.2
C 5.220 -0.272 -0.103 0.5 -0.1 -0.1
C 4.651 0.693 0.717 -0.2 -0.1 0.1
C 3.284 0.719 0.866 -0.1 -0.1 0.1
N 2.489 -0.181 0.283 -1.0 0.0 0.3
C 3.036 -1.162 -0.448 0.3 0.0 -0.2
C 4.395 -1.228 -0.685 -0.2 0.2 0.1
C 2.090 -2.216 -0.967 0.2 0.2 0.1
O 2.410 -2.934 -1.883 -0.1 -0.2 0.0
O 0.955 -2.242 -0.316 -0.5 0.3 -0.3
H 5.289 1.414 1.210 0.1 0.0 -0.1
H 2.798 1.479 1.469 0.0 0.0 0.0
H 4.806 -2.006 -1.313 0.1 0.0 0.0
C 1.657 3.130 3.389 0.1 0.1 -0.1
C 2.124 4.315 2.578 0.0 -0.1 0.0
C 2.750 5.379 3.227 0.0 0.0 0.0
C 3.194 6.487 2.525 0.0 0.0 0.0
C 3.023 6.552 1.149 0.0 0.0 0.0
C 2.409 5.501 0.488 0.0 0.0 0.0
C 1.962 4.385 1.192 -0.1 -0.4 0.3
Sb 0.953 2.868 0.037 0.1 0.4 -0.3
C 2.471 2.668 -1.462 -0.2 -0.1 0.0
C 3.780 3.058 -1.191 -0.1 0.1 -0.1
C 4.800 2.795 -2.093 0.0 0.0 -0.1
C 4.512 2.139 -3.280 0.0 0.0 0.0
C 3.214 1.734 -3.549 0.0 0.0 0.0
C 2.185 1.970 -2.641 0.0 0.0 0.0
C 0.809 1.418 -2.915 0.2 0.1 0.1
C -0.291 4.386 -0.826 0.0 -0.2 -0.1
C -0.081 4.828 -2.127 0.0 -0.1 0.0
C -0.859 5.846 -2.663 0.0 0.0 0.0
C -1.841 6.437 -1.883 0.0 0.0 0.0
C -2.035 6.012 -0.575 0.0 0.0 0.0
C -1.274 4.983 -0.030 0.0 0.1 0.0
C -1.505 4.550 1.395 0.1 0.0 -0.1
H 1.524 3.406 4.434 0.0 0.0 0.0
H 2.391 2.322 3.356 0.0 0.0 0.1
H 0.708 2.741 3.013 0.0 0.0 0.0
H 2.887 5.337 4.301 0.0 0.0 0.0
H 3.671 7.303 3.052 0.0 0.0 0.0
H 3.360 7.417 0.592 0.0 0.0 0.0
H 2.278 5.548 -0.586 0.0 0.0 0.0
H 4.013 3.568 -0.265 0.0 0.0 0.0
H 5.816 3.081 -1.858 0.0 0.0 0.0
H 5.302 1.928 -3.989 0.0 0.0 0.0
H 2.997 1.201 -4.468 0.0 0.0 0.0
H 0.697 1.131 -3.959 0.0 -0.1 0.0
H 0.020 2.132 -2.665 0.0 -0.1 0.0
H 0.646 0.508 -2.312 0.0 0.0 -0.1
H 0.704 4.384 -2.730 0.0 0.0 0.0
H -0.695 6.176 -3.680 0.0 0.0 0.0
H -2.450 7.235 -2.287 0.0 0.0 0.0
H -2.793 6.490 0.036 0.0 0.0 0.0
H -2.427 4.974 1.789 0.0 0.0 0.0
H -0.681 4.886 2.030 0.0 0.0 0.0
H -1.567 3.459 1.469 0.0 0.0 0.0
```
Forces are in eV/Å.

(3)
Entry from the OMol25 dataset: the ion C5H9N4O with charge +1 (ωB97M-V/def2-TZVPD).

Calculated values
Total charge: +1
E_tot, eV: -13323.2010
Multiplicity: 3
Expectation value of S²: 2.022

Geometry as XYZ:
```
19
Properties=species:S:1:pos:R:3:forces:R:3
C 0.955 -0.729 -1.613 -0.1 -0.1 -0.4
C 0.611 -1.179 -0.264 0.7 2.4 2.3
C 1.267 0.503 -1.776 0.2 -2.2 -1.2
C -1.468 -0.198 0.074 -3.3 -0.2 0.5
C 1.349 -0.111 0.722 -2.2 -2.4 0.7
N 1.221 2.198 0.838 -0.1 -1.8 -2.2
N -2.820 -0.464 0.270 5.1 1.1 -1.0
N -0.917 0.947 0.066 1.2 -1.8 -0.7
N 1.198 1.195 0.170 -0.5 4.5 4.6
O -0.796 -1.320 -0.070 0.8 -0.4 0.0
H 0.870 -1.370 -2.448 -0.1 -1.1 -0.9
H 1.107 -2.016 0.133 -0.1 -1.9 -0.3
H 1.606 1.230 -2.371 0.9 2.4 -2.4
H 0.837 0.003 1.747 1.1 -0.9 -1.3
H 2.372 -0.511 0.725 -0.1 0.9 0.2
H -3.460 0.193 0.477 -2.2 2.8 0.7
H -3.110 -1.358 0.260 -1.0 -3.6 0.0
H -1.417 1.739 0.308 -1.3 1.9 0.3
H 1.192 2.076 1.848 1.0 0.5 1.0
```
Forces are in eV/Å.